No. 1
C45H94F8N2O31S10 | ωB97M-V with the def2-TZVPD basis set

For the total energy, the calculation gives -8993.363203 a.u. For the strongest force on any atom, the calculation gives 0.0825 Eh/bohr. For the lowest unoccupied orbital energy, the calculation gives -0.22 eV. The calculation puts the HOMO-LUMO gap at 9.58 eV. For the energy above the lowest of the compared OMol25 structures with the same formula, charge and spin, the calculation gives 67.2 kcal/mol. Its spin multiplicity is 1.

```
190
Properties=species:S:1:pos:R:3:forces:R:3
S -2.1585 7.9011 -1.8038 0.3 0.5 -0.3
S 5.6534 -1.7398 8.2461 -0.5 0.5 -1.9
S -5.9076 -4.5809 0.4642 1.2 -0.9 2.1
S -4.3535 8.9753 4.3041 1.1 -0.3 -2.1
S -2.0624 -2.4456 -6.9577 0.4 0.7 -0.3
S -0.3328 3.5274 -12.0251 0.2 1.6 -1.8
S -0.8395 -5.3001 11.3056 -1.2 -0.2 0.8
S 3.4554 -5.9569 -1.8547 -1.1 -0.4 -0.8
S -6.6235 1.6667 3.5983 0.0 -1.9 -0.7
S 7.8673 2.4605 2.1230 0.2 1.2 0.6
F 0.2879 -1.8249 2.0973 -0.7 -1.0 1.7
F 3.9568 1.3059 -3.3984 -0.7 2.1 -1.3
F -1.1232 0.5917 1.5924 0.5 -0.1 0.3
F 0.9418 0.9676 2.3581 -0.4 -0.4 -0.1
F 4.4080 0.5480 -1.5493 0.8 -0.3 2.5
F 1.0815 1.1076 -2.5308 0.4 0.3 -0.1
F 2.1082 2.7115 -1.4346 0.8 0.0 -1.6
F -0.0145 -1.4741 0.0076 -1.0 -0.4 -1.3
O 0.7187 4.3572 -12.7185 -2.7 -2.4 2.2
O 5.9498 -1.9415 9.6367 -0.8 0.2 -0.7
O 7.4588 4.0891 1.9665 2.5 -2.1 1.9
O -0.3189 3.8513 -10.4117 -1.1 -0.8 -1.0
O 1.7939 0.8701 -0.3784 1.5 -0.9 -2.3
O -4.9007 -4.1002 -0.4422 -0.8 -0.2 -0.2
O -2.1911 -5.8849 11.5672 3.4 1.2 -0.6
O 5.1582 -0.1547 8.0380 1.0 -1.4 1.3
O 8.8214 2.3861 3.2223 -1.5 0.1 -1.6
O -2.7880 8.3612 4.0714 -1.9 2.9 -0.2
O -1.7330 3.6400 -12.4372 2.3 0.0 0.9
O -4.8488 8.4823 5.5643 0.5 0.9 -0.5
O -0.8310 -2.0463 -6.2941 -1.1 -0.7 -0.8
O -2.6653 9.4080 -1.2177 0.3 -3.0 1.2
O -5.9866 0.6304 4.4206 -1.0 2.1 -1.7
O -2.1543 -3.7045 -7.7092 -0.2 2.7 1.5
O -2.8247 7.6079 -3.0879 1.2 0.7 2.5
O 0.3952 -6.0611 11.5391 -2.5 1.3 -1.1
O 6.6399 1.6771 2.1272 1.4 0.9 0.0
O -6.2277 -6.1687 0.1645 -0.9 2.6 -0.2
O -6.1812 1.3637 2.0076 -0.6 0.6 1.8
O -2.1650 6.9097 -0.7150 -0.3 2.3 -2.0
O 4.1598 -7.4709 -2.0782 -0.4 3.8 -1.0
O 3.8358 -5.4642 -0.5455 -0.3 -0.6 -1.2
O -7.1471 -3.8713 0.6866 1.2 -1.2 -0.6
O 3.6690 -5.1701 -3.0573 0.5 -1.3 1.5
O 4.7573 -2.5930 7.4515 1.3 1.2 1.7
O -4.3140 10.3890 3.8883 0.2 -2.9 1.4
O -6.4054 3.0785 3.8085 -0.3 -1.0 0.2
O -0.8486 -4.7026 9.7714 2.1 -1.2 1.5
O -2.4837 -1.1997 -8.0169 0.9 -3.1 0.8
N 0.2487 -8.3289 3.3964 0.7 -0.6 1.1
N 5.4867 -0.5359 -10.8048 -1.6 -1.0 -0.6
C 2.1031 1.3743 -1.6845 -0.7 -0.2 2.2
C 0.5097 -9.8815 5.2609 -0.6 0.5 -1.5
C -5.2765 8.0430 3.0211 0.3 0.2 0.9
C -8.4644 1.3076 3.4341 1.3 1.1 -0.2
C -5.0223 -4.8283 2.0970 -0.6 0.4 -0.9
C 6.2091 4.3823 1.4418 -0.1 -0.6 -2.0
C 0.5805 -1.0344 1.1022 1.9 1.7 0.0
C -6.7037 2.2409 0.9743 0.3 -0.3 -1.2
C 4.1450 1.6225 6.7751 1.0 -0.3 0.3
C 3.3991 -2.3795 -10.3989 0.7 0.0 0.4
C -3.6380 0.8243 -8.0053 0.4 0.8 -0.4
C -3.3418 10.3505 -2.0203 0.8 0.8 -1.6
C 0.1092 1.7617 -12.1583 -0.1 0.3 0.8
C -0.6964 -3.6988 12.1988 -0.5 -1.1 -0.4
C 1.5671 -9.1377 5.7391 0.6 0.3 0.4
C 7.2531 -1.6394 7.4298 -0.7 -0.6 -0.2
C 0.4997 1.2170 0.0491 -0.7 0.7 0.2
C 3.8696 -1.5937 -9.3438 -0.2 -0.8 -0.3
C 4.0662 -8.4710 -1.1060 -0.4 -1.0 0.5
C 0.9200 4.0955 -9.7237 0.0 1.4 0.5
C -0.3935 8.4516 -2.0778 -1.6 0.5 0.0
C 3.3960 0.6900 -2.3603 -0.6 -0.8 -0.5
C 6.2192 5.8643 1.0825 -1.0 0.5 1.2
C -3.5763 11.5953 -1.1937 -0.2 -1.0 1.3
C -2.4477 0.0789 -7.4743 0.0 1.9 1.0
C -1.8943 -3.9265 9.2853 -2.6 0.4 -0.1
C 3.9991 -2.2531 -11.6351 0.0 0.7 -1.0
C -5.1743 -7.0391 -0.1744 0.7 -1.7 1.3
C -0.1510 -9.4394 4.0666 1.9 0.9 0.9
C 4.9880 -1.2971 -11.8654 0.9 0.8 3.3
C -5.7315 2.1276 -0.2139 0.0 -1.0 0.3
C 2.0136 -8.0104 5.0572 -0.9 -0.1 -0.4
C 4.8904 -0.6978 -9.5872 0.6 0.2 -1.8
C -2.4632 7.0454 4.4011 -2.1 -1.3 0.6
C 4.2280 0.1288 6.9907 -0.9 -0.8 -0.2
C 5.2942 -9.3289 -1.2523 0.4 -0.6 -0.8
C 0.2107 0.4420 1.3388 -0.4 0.3 -1.2
C -2.3845 -4.5479 8.0148 0.9 -0.9 -0.8
C -5.0022 -8.0325 0.9958 0.2 -0.1 -0.2
C 0.7687 4.6730 -8.2628 -0.9 -0.8 -0.8
C -1.0375 6.8139 4.1788 1.4 0.1 0.7
C -3.4088 -2.1462 -5.7321 0.3 -1.2 -0.6
C 1.3351 -7.6613 3.9117 -1.0 -0.8 -0.8
C 8.7049 2.2447 0.5077 -0.5 0.1 1.6
C 1.6235 -6.3931 -1.8503 1.5 0.0 1.1
H -0.6178 1.1080 -11.6764 -0.2 0.6 0.5
H 1.0638 1.6781 -11.6389 0.1 -0.3 -0.4
H -8.7674 2.2849 3.0584 -0.5 -0.1 0.0
H -4.1456 12.4021 -1.6552 0.3 -0.2 -0.3
H -2.6306 11.9250 -0.7635 0.0 0.3 -0.3
H 7.6405 -0.6515 7.6786 0.4 -0.4 0.0
H 6.1580 3.7660 0.5442 -0.5 0.2 -0.6
H -1.6696 -2.8984 9.0016 1.0 0.1 0.6
H -4.1288 11.2296 -0.3282 -0.3 0.4 0.2
H 8.2689 3.0483 -0.0859 0.0 -0.6 -0.4
H -3.5365 -3.0319 -5.1097 0.1 -0.3 -0.4
H -2.7882 6.8281 5.4186 0.3 0.1 0.3
H -6.9232 3.2704 1.2573 0.5 -0.1 0.6
H -2.3507 -5.6374 8.0172 -0.6 -0.1 0.6
H 7.7995 -2.5167 7.7761 0.3 0.4 0.5
H -4.3905 -7.6387 1.8075 0.1 0.2 -0.1
H 5.2439 -0.0666 -8.7853 0.3 0.0 0.0
H 1.7333 -6.8461 3.3258 -0.4 0.3 -0.2
H 0.0240 8.7030 -1.1028 0.3 -1.1 0.1
H -4.0227 -5.2396 1.9570 -0.2 -0.1 -0.5
H 3.1792 -9.0201 -1.4220 -0.1 -0.5 0.6
H -0.9374 -10.0540 3.6539 -0.2 0.2 -0.2
H -4.2860 -2.0036 -6.3633 -0.1 0.2 0.4
H -0.4631 7.3640 4.9243 0.2 0.3 -0.1
H 0.0703 7.7621 -2.7832 0.3 -0.1 0.6
H -6.0588 2.6609 -1.1064 0.1 0.4 0.3
H -3.0450 6.3502 3.7958 -0.2 0.0 -0.4
H 0.1943 3.9927 -7.6340 0.3 -0.5 0.0
H -1.5072 0.6099 -7.6214 0.2 -0.2 -0.8
H -1.5613 -4.3806 7.3203 -0.4 0.5 -0.7
H -0.2570 -3.9010 13.1757 0.0 0.0 -0.2
H 6.2130 6.4573 1.9971 -0.3 -0.1 0.3
H 3.1567 -0.2688 -2.8202 -0.9 -0.4 0.8
H 0.0914 1.3921 -13.1836 0.5 0.8 -0.1
H -3.4460 1.2003 -9.0102 -0.2 -0.2 -0.1
H -4.2376 9.9294 -2.4769 0.0 0.0 0.1
H 5.3116 6.1298 0.5405 0.0 0.0 -0.1
H 0.1961 5.5887 -8.1156 0.3 0.3 -0.8
H -4.4690 -8.8993 0.6053 -0.1 -0.2 0.1
H 3.9427 -8.1097 -0.0850 0.0 0.3 -0.1
H -0.0955 -3.0280 11.5847 0.0 -0.1 0.2
H 1.6560 -1.0336 0.9255 0.2 -0.2 0.1
H 5.3816 -9.6162 -2.3001 0.0 0.1 -0.2
H 2.8279 -7.3769 5.3763 0.1 -0.2 0.2
H -0.4168 9.4535 -2.5065 -0.5 -0.2 -0.6
H 8.4434 1.2085 0.2934 0.1 0.3 -0.7
H -3.7592 1.7093 -7.3806 -0.4 0.0 0.0
H 4.5775 -0.4560 6.1399 -0.4 0.4 -0.4
H -0.2532 1.0087 -0.7111 0.0 -0.4 0.2
H -7.6471 1.8376 0.6063 -0.2 -0.2 0.3
H 3.2613 -0.2619 7.3082 -0.1 -0.1 -0.2
H 5.1530 1.9132 6.4791 -0.1 0.5 -0.2
H -3.1718 -1.3591 -5.0163 0.1 0.2 -0.7
H -8.6268 0.5443 2.6731 0.3 0.0 0.2
H 7.1622 -1.8314 6.3607 -0.3 0.6 0.0
H 1.7692 4.8067 -7.8513 0.0 -0.1 -0.1
H -4.8783 -3.8428 2.5400 -0.4 0.0 0.0
H 1.5068 -6.6076 -0.7880 -0.4 -0.5 -0.1
H -2.4916 0.1773 -6.3896 -0.3 -1.0 0.3
H 3.6538 -2.8687 -12.4526 0.0 -0.1 -0.1
H -4.6796 2.2773 0.0295 -0.2 0.7 0.2
H -5.9398 -8.3390 1.4594 -0.1 -0.1 -0.4
H -0.8245 5.7709 4.4131 0.1 -0.1 -0.5
H -5.6146 -5.5073 2.7105 -0.1 0.3 0.0
H -8.9675 1.0826 4.3745 0.5 0.0 0.0
H -4.1870 -6.5924 -0.2919 -0.3 0.6 -0.5
H -1.7287 -3.3647 12.3020 0.2 0.2 0.0
H 6.2363 -8.8328 -1.0189 -0.2 0.2 0.3
H 5.2348 -10.2923 -0.7459 -0.1 0.2 0.5
H -6.2850 8.4477 3.1062 0.1 0.1 -0.3
H -0.7327 7.1338 3.1824 0.1 -0.3 0.0
H 7.0824 6.3093 0.5876 0.2 -1.0 -0.5
H -5.3206 7.0004 3.3360 0.1 0.1 0.1
H 3.5658 -1.7793 -8.3241 -0.4 0.2 0.0
H 3.4179 1.9129 6.0167 0.1 -0.2 0.0
H 0.2106 -10.8133 5.7178 -0.1 0.1 0.2
H 1.3585 4.8667 -10.3570 0.9 -0.3 0.2
H 0.4321 2.2897 0.2302 0.1 0.0 0.4
H 9.7758 2.4039 0.6345 -0.2 -0.1 0.1
H -5.4653 -7.5863 -1.0710 0.0 0.3 -0.1
H -4.8413 8.1172 2.0245 0.0 0.3 0.2
H 2.1223 -9.3772 6.6340 -0.2 -0.5 0.2
H 5.5312 -1.1487 -12.7870 -0.3 -0.1 -0.2
H 2.6728 -3.1707 -10.2853 -0.2 0.1 0.3
H 3.9252 2.1184 7.7205 -0.1 0.0 -0.1
H -2.7125 -3.8367 9.9999 0.0 -0.3 0.3
H 0.9510 -5.5610 -2.0588 0.6 0.2 -0.4
H -5.7317 1.0814 -0.5199 -0.2 -0.2 0.0
H -2.5927 10.6011 -2.7714 -0.4 0.1 -0.8
H -4.5162 0.1786 -8.0096 0.0 0.2 0.1
H 1.4579 3.1498 -9.6571 0.3 0.2 -0.2
H 5.4444 3.9212 2.0668 -0.4 1.0 0.3
H -3.3556 -4.1822 7.6811 0.3 0.1 -0.1
H 1.4590 -7.2547 -2.4973 0.1 0.2 0.1
```
Forces are in eV/Å.

---

No. 2
C7H17N | ωB97M-V with the def2-TZVPD basis set

For the total energy, the calculation gives -331.474452 a.u. For the strongest force on any atom, the calculation gives 0.0486 Eh/bohr. For the lowest unoccupied orbital energy, the calculation gives 0.95 eV. The calculation puts the HOMO-LUMO gap at 9.64 eV. For the energy above the lowest of the compared OMol25 structures with the same formula, charge and spin, the calculation gives 123.3 kcal/mol. Its spin multiplicity is 1.

```
25
Properties=species:S:1:pos:R:3:forces:R:3
N 0.6881 0.8754 -1.4162 0.0 0.1 0.0
C 1.5263 -1.0382 1.5352 -0.3 -0.9 -0.5
C -2.1262 0.0128 1.7435 -0.8 1.0 -0.1
C 0.6772 -0.2362 -2.3484 0.2 0.2 0.0
C -0.1233 -2.9289 0.7360 -0.7 0.2 0.0
C 0.4645 2.1576 -2.0560 0.0 0.0 0.0
C 0.6348 -1.7812 1.2123 1.4 -0.2 0.1
C -1.5681 1.1968 1.4761 -1.6 -0.7 -1.0
H -0.6700 -3.4000 1.5527 -0.2 0.1 -0.1
H -0.3260 -0.3253 -2.7722 0.1 -0.2 0.0
H -2.8042 -0.1140 2.5750 0.2 0.0 0.5
H 0.4889 2.9490 -1.3072 0.0 0.0 0.0
H 1.3937 -0.1120 -3.1766 -0.1 0.0 0.0
H 1.5572 0.8819 -0.8981 -0.1 0.0 0.0
H 0.9661 0.9491 2.2783 -0.7 2.2 0.9
H 0.9478 -1.1433 -1.8118 -0.2 -0.1 0.0
H 0.5170 -3.7022 0.3103 0.2 0.2 0.0
H 0.7340 1.6903 2.5559 0.8 -2.0 -0.7
H -1.1652 1.3777 0.4907 0.6 -0.2 0.0
H -2.2575 -0.7634 1.0113 0.8 -0.4 -0.2
H 2.4786 -0.6042 1.6953 0.0 0.5 0.3
H 1.1970 2.4066 -2.8422 -0.1 -0.1 0.0
H -0.5356 2.1649 -2.4967 0.1 0.0 -0.1
H -0.8154 -2.6001 -0.0398 -0.2 -0.2 0.0
H -1.8798 2.0869 1.9926 0.5 0.1 0.8
```
Forces are in eV/Å.

---

No. 3
C16H22F3N2O4PS | ωB97M-V with the def2-TZVPD basis set

For the total energy, the calculation gives -2072.494751 a.u. For the strongest force on any atom, the calculation gives 0.0209 Eh/bohr. For the lowest unoccupied orbital energy, the calculation gives 0.51 eV. The calculation puts the HOMO-LUMO gap at 9.85 eV. Its spin multiplicity is 1.

```
49
Properties=species:S:1:pos:R:3:forces:R:3
S -1.4343 4.4244 2.4357 -0.1 0.1 -0.3
P -1.8548 1.6552 1.9681 0.1 -0.2 -0.3
F -0.1277 4.2624 3.3018 0.0 -0.1 0.0
F 2.5974 -1.4009 -0.7308 -0.1 -0.1 -0.1
F -1.1870 -2.1773 -1.4341 0.0 0.0 0.0
O -1.3063 5.6860 1.8072 0.2 0.2 0.0
O -2.4987 4.1146 3.3147 -0.2 0.0 -0.1
O -1.9273 0.7685 0.6261 -0.1 0.0 -0.1
O -0.4671 0.9576 2.5041 0.0 0.3 0.2
N 0.1201 3.3281 0.7978 0.0 -0.2 -0.2
N -1.2444 3.2430 1.3062 0.2 -0.3 1.0
C 2.5024 -4.5687 0.9875 0.0 0.0 0.0
C -2.2717 -1.8113 -2.1553 0.0 0.0 0.0
C -4.5595 -1.1741 -2.2291 0.0 0.0 0.0
C -3.2657 -1.3008 -4.2505 0.0 0.0 0.0
C -4.4693 -1.0434 -3.6084 0.0 0.0 0.0
C -3.4546 -1.5683 -1.4885 0.0 0.0 0.0
C 1.0797 -3.0034 2.1248 0.0 0.0 0.0
C 1.4078 -2.0194 1.2025 0.0 0.0 0.0
C 3.8222 1.1087 0.2924 0.0 0.1 0.0
C 2.8371 -3.6004 0.0515 0.0 0.0 0.0
C 0.2952 2.5942 -0.4687 -0.1 0.2 -0.3
C 1.4164 1.5519 -0.4012 -0.2 -0.1 0.2
C 1.6250 -4.2754 2.0220 0.0 0.0 0.0
C 2.5584 1.9275 0.5399 0.1 0.0 -0.2
C -2.1473 -1.6859 -3.5238 0.0 0.0 0.0
C 2.2799 -2.3445 0.1819 -0.1 0.0 0.0
H 2.2317 1.8042 1.5717 0.0 0.1 0.0
H -1.0791 0.4179 0.3132 -0.1 0.0 0.1
H -1.1966 -1.8855 -3.9988 0.0 0.0 0.0
H 2.9307 -5.5589 0.9041 0.0 0.0 0.0
H -0.6507 2.1382 -0.7577 0.0 0.1 -0.1
H -3.1923 -1.2001 -5.3254 0.0 0.0 0.0
H 4.6836 1.5628 0.7812 0.0 0.0 0.1
H 1.8134 1.4230 -1.4101 -0.1 -0.1 0.0
H 3.7180 0.0857 0.6497 0.1 0.1 0.0
H 3.5121 -3.8065 -0.7676 0.0 0.0 0.0
H 0.5212 3.3137 -1.2597 0.1 0.0 0.1
H -5.3342 -0.7385 -4.1817 0.0 0.0 0.0
H 0.9956 -1.0216 1.2752 0.0 0.0 0.0
H 0.3923 -2.7691 2.9272 0.0 0.0 0.0
H 1.3662 -5.0366 2.7454 0.0 0.0 0.0
H -3.4958 -1.6778 -0.4136 0.0 0.0 0.0
H -0.1865 1.3292 3.3519 0.1 -0.1 0.0
H 0.2881 4.3110 0.6175 -0.2 0.1 0.1
H -5.4927 -0.9661 -1.7228 0.0 0.0 0.0
H 2.7974 2.9856 0.4036 -0.1 0.1 0.0
H 1.0057 0.5805 -0.1026 0.1 0.0 -0.1
H 4.0458 1.0607 -0.7745 0.0 0.0 0.0
```
Forces are in eV/Å.

---

HOMO across the listed records, respectively: -9.80 -8.69 -9.34 eV.